# 1
The following is a quantum chemistry calculation of a structure of composition C5H11N in a non-equilibrium geometry, from the Open Molecules 2025 dataset.

Element x y z (Å)
C1 1.803165 0.729249 -0.420193
C2 1.078418 -0.205089 0.592354
C3 -0.397320 -0.054864 0.619058
C4 -1.238475 -0.977826 -0.206194
N1 -0.534972 -0.952612 -1.442747
C5 -0.991445 1.220645 0.962956
H1 2.855931 0.616720 -0.155869
H2 1.474452 0.449557 -1.412167
H3 1.636524 1.758726 -0.109920
H4 1.240791 -1.268218 0.424059
H5 1.564790 0.070795 1.535618
H6 -1.502789 -1.914878 0.278143
H7 -2.232277 -0.513013 -0.315848
H8 0.042087 -1.793980 -1.443284
H9 -0.380723 1.827366 1.617579
H10 -2.057849 1.303945 0.919322
H11 -0.664336 1.112449 -0.141811

Atomic forces in eV per Å
C 0.1892 -0.7303 1.5303
C 0.4254 0.2094 0.4975
C -0.7715 -1.0705 0.2441
C -0.8784 -0.0675 0.0263
N -0.0690 0.2461 0.5000
C 1.2199 -1.2613 -0.6602
H 0.2458 -0.2678 -0.8438
H 0.2982 0.3391 -0.2566
H -0.5155 0.2152 -0.4651
H 0.4431 0.0636 -0.3316
H -0.5695 -0.1768 0.3924
H 0.4215 -0.5606 0.2443
H 0.1214 0.1441 0.0529
H 0.1442 0.0580 -0.3054
H -0.0737 0.5479 -0.5048
H -0.4194 -0.0235 0.3765
H -0.2118 2.3350 -0.4969

Calculated values
E_HOMO = -0.25510 Eh
max |F| = 0.047 hartree/bohr
total charge = 0
multiplicity = 1
energy relative to the best compared isomer or geometry (same formula, charge and spin) = 489.8 kJ/mol
HOMO-LUMO gap = 7.18 eV

Mulliken atomic charge list, values in e, 6 entries: -1.2452 -0.7127 0.6519 -0.5916 -0.7548 -1.0238


# 2
The following is a quantum chemistry calculation of a structure of composition C14H12CaO3 in a non-equilibrium geometry, from the Open Molecules 2025 dataset.

Element x y z (Å)
C1 0.909147 2.222468 0.467002
C2 0.512362 0.802337 -0.199183
C3 1.107835 -0.548443 0.334970
C4 2.112659 -0.600645 1.568408
C5 1.135697 -1.014838 2.929589
C6 1.097678 -2.673036 3.259882
O1 1.877133 -1.535961 4.122173
C7 0.739110 -1.930281 -0.324318
C8 -0.247074 -1.974269 -1.523660
C9 -0.848644 -0.629825 -2.031781
C10 -0.469755 0.753861 -1.388816
C11 -1.190313 2.050890 -2.023274
O2 -0.591543 3.154240 -2.152338
C12 -2.707208 1.790364 -2.511032
C13 -3.062161 0.528376 -3.092393
C14 -1.918439 -0.605071 -3.245904
O3 -1.832114 -1.374010 -4.228363
H1 1.274761 2.100299 1.561665
H2 -0.081825 2.851626 0.462763
H3 1.701573 2.676434 -0.230181
H4 2.608184 0.393060 1.832193
H5 2.869945 -1.465261 1.498225
H6 0.118266 -0.391815 3.087871
H7 -0.075724 -2.553357 3.268522
H8 1.077742 -3.199520 4.265027
H9 1.168554 -2.917725 0.088181
H10 -0.481490 -2.993223 -1.973052
H11 -3.522725 2.590755 -2.365730
H12 -4.138543 0.296473 -3.434624
Ca1 0.856912 4.196096 1.978176

Atomic forces in eV per Å
C -0.7824 -1.0015 -0.9623
C -0.7674 -3.2635 -1.0734
C -1.0406 -0.3129 -1.9548
C -2.1706 -0.8632 1.4476
C 3.7400 -2.1944 0.7705
C -2.0027 2.2539 0.3340
O -3.8410 3.0212 -3.2121
C -1.7773 3.2588 -1.4644
C 1.3533 3.4400 2.0130
C 1.5553 0.0689 1.9553
C 0.4866 -2.5100 0.5706
C 0.3401 0.7472 -0.5689
O -1.9972 -3.5626 1.1868
C -0.1667 -2.7039 -0.7843
C 1.4801 1.9705 1.4260
C 0.1841 -0.8237 -1.5621
O -0.4325 2.7696 3.9337
H -0.1818 -0.6207 -1.3895
H 1.1925 -0.8722 -0.3738
H -0.9314 -0.1265 1.1198
H -0.4863 -1.3080 -0.5750
H -1.1953 1.6020 0.0289
H 2.3360 -1.6480 -0.2092
H 0.9403 0.2825 1.2441
H 0.7947 -1.0635 -1.6319
H -0.6538 1.9533 -0.6265
H 0.1410 1.7700 0.4577
H 1.7427 -1.1547 -0.3890
H 2.0516 0.4090 0.4190
Ca 0.0889 0.4824 -0.1297

Calculated values
E_HOMO = -0.49837 Eh
max |F| = 0.114 hartree/bohr
total charge = +2
multiplicity = 1
HOMO-LUMO gap = 3.09 eV

Mulliken atomic charge list, values in e, 6 entries: -1.4850 0.0489 0.2106 -0.7905 0.3083 -0.8760


# 3
The following is a quantum chemistry calculation of the molecule C15H22N2O4S, from the Open Molecules 2025 dataset.

Element x y z (Å)
C1 5.148270 -0.210149 -1.952204
H1 5.459390 -1.256287 -2.024551
H2 6.029114 0.429623 -1.978250
H3 4.496307 0.040147 -2.793225
O1 4.524442 0.059874 -0.715396
C2 3.349192 -0.557038 -0.413468
C3 2.755757 -1.510773 -1.239680
C4 1.554473 -2.099987 -0.886503
C5 0.940496 -1.750058 0.298166
C6 1.513446 -0.810454 1.127604
C7 2.712091 -0.195024 0.789067
C8 3.183147 0.875088 1.728744
O2 2.393973 1.499486 2.407672
N1 4.515988 1.068767 1.804383
H4 5.147624 0.629535 1.159363
H5 4.850168 1.810258 2.397906
H6 1.036023 -0.540298 2.055838
S1 -0.645007 -2.479841 0.717423
O3 -0.721712 -2.626680 2.137754
O4 -0.839534 -3.622028 -0.128261
N2 -1.779188 -1.372932 0.260844
H7 -1.894450 -1.318157 -0.736832
C9 -1.903600 -0.126563 0.992524
C10 -1.132352 1.027345 0.316964
C11 -1.963672 2.075628 -0.422276
C12 -2.942052 1.508887 -1.452321
C13 -4.314328 1.202198 -0.859113
C14 -4.332882 0.020348 0.105239
H8 -4.099591 -0.901040 -0.429692
C15 -3.385914 0.149693 1.298032
H9 -3.476623 1.137608 1.750363
H10 -3.691224 -0.587661 2.042481
H11 -5.350380 -0.079824 0.491169
H12 -4.677502 2.094165 -0.342246
H13 -5.012610 0.991315 -1.673309
H14 -2.524178 0.610185 -1.910808
H15 -3.077928 2.245727 -2.248340
H16 -2.515840 2.684206 0.294943
H17 -1.257674 2.741410 -0.925297
H18 -0.540125 1.546250 1.073115
H19 -0.422809 0.586540 -0.389525
H20 -1.423792 -0.345083 1.951535
H21 1.088818 -2.842529 -1.515040
H22 3.226255 -1.801894 -2.164804

Atomic forces in eV per Å
C 0.1663 -0.0665 -0.2414
H -0.0355 0.0458 0.0014
H -0.0615 -0.0720 -0.0434
H -0.0009 -0.0170 0.0519
O -0.2593 -0.0221 0.2664
C -0.2290 -0.0738 0.1470
C 0.1727 0.0857 -0.0902
C -0.0050 -0.0221 -0.0235
C -0.5314 -0.4054 0.1710
C 0.2196 0.1225 0.0506
C -0.1465 -0.1094 -0.2203
C 0.2010 -0.0205 -0.0556
O -0.2560 0.0712 0.1633
N 0.3667 0.1290 0.1401
H -0.0631 0.0344 -0.0154
H -0.0771 -0.0469 -0.0114
H -0.0071 0.1160 0.1248
S -0.1670 -0.0026 -0.4464
O 0.1241 0.3584 0.0775
O 0.1612 0.2340 -0.2000
N 0.3163 -0.8591 0.2290
H 0.0426 -0.1435 -0.2490
C 0.0660 0.4108 0.4374
C -0.1295 0.1966 0.0169
C 0.2107 -0.1976 -0.1230
C -0.2049 0.3319 0.1688
C 0.0677 -0.2882 -0.1487
C -0.0204 0.3581 0.0995
H -0.1092 -0.0937 -0.0290
C 0.0973 -0.2848 -0.0887
H -0.0267 0.0619 0.0989
H 0.0248 0.0512 0.0783
H 0.0189 -0.1209 -0.0315
H -0.0441 0.0558 -0.0157
H -0.0618 0.0637 0.0231
H 0.0549 -0.0743 -0.1639
H 0.0483 -0.0949 -0.0599
H -0.0169 0.1097 0.0153
H -0.0299 0.0554 0.0724
H 0.1031 -0.0409 -0.0007
H 0.0466 0.0581 0.0505
H -0.1035 0.2017 -0.0286
H 0.0248 -0.0895 -0.1281
H 0.0524 -0.0058 -0.0696

Calculated values
E_HOMO = -0.33932 Eh
structure (SMILES) = COc1ccc(S(=O)(=O)NC2CCCCCC2)cc1C(N)=O
max |F| = 0.018 hartree/bohr
total charge = 0
multiplicity = 1
energy relative to the best compared isomer or geometry (same formula, charge and spin) = 124.4 kJ/mol
HOMO-LUMO gap = 9.65 eV

Mulliken atomic charge list, values in e, 6 entries: -0.9966 0.3828 0.2566 0.3758 -0.4929 1.1482


# 4
The following is a quantum chemistry calculation of a structure of composition C4H5NS in a non-equilibrium geometry, from the Open Molecules 2025 dataset.

Element x y z (Å)
C1 -1.432047 -0.442064 -0.084579
C2 -0.135573 -0.887577 0.403423
C3 1.116872 1.059925 -0.030029
C4 -0.285321 0.471333 -0.432324
H1 -1.962829 -1.020101 -0.874208
H2 -2.018599 -0.074298 0.828922
H3 -0.244208 -0.516952 1.455951
H4 1.333493 2.172816 0.220117
H5 0.023663 0.239983 -1.417845
N1 2.145635 0.330519 0.107029
S1 1.458914 -1.333589 -0.176455

Atomic forces in eV per Å
C -2.1055 0.7098 0.8281
C 0.7353 1.0985 1.1258
C -0.7504 3.8933 2.0265
C 2.2541 -0.3410 0.5584
H 0.2947 1.1725 0.3728
H 0.2633 -1.0077 -1.8095
H 1.4837 -0.9278 -0.4706
H -0.7585 -1.7104 -0.7984
H -0.1531 -0.5165 -1.4759
N -1.8973 -1.7265 -1.1677
S 0.6337 -0.6441 0.8106

Calculated values
E_HOMO = -0.31649 Eh
max |F| = 0.087 hartree/bohr
total charge = 0
multiplicity = 1
energy relative to the best compared isomer or geometry (same formula, charge and spin) = 447.1 kJ/mol
HOMO-LUMO gap = 9.37 eV

Mulliken atomic charge list, values in e, 6 entries: -0.1470 -0.2359 -0.2124 -0.2259 0.2606 0.1890